No. 1
The following is a quantum chemistry calculation of a structure of composition C31H26ClF2N3O3PS2Sr, from OMol25.

The value obtained for the LUMO energy (alpha / beta) is 4.30 / 4.30 eV. Its expectation value of S² is 0.803. For the energy relative to the best compared isomer or geometry (same formula, charge and spin), the calculation gives 0.0 kcal per mole. The total energy is -92941.302 eV. The strongest force on any atom comes out at 0.81 eV Å⁻¹. For the frontier orbital gap (alpha / beta), the calculation gives 3.80 / 6.20 eV.

ORCA input file:
```
! RIJCOSX wB97M-V def2-TZVPD def2/J DEFGRID3
* xyz -2 2
Sr 0.757 0.015 -0.084
Cl -4.557 1.304 4.970
C -3.549 0.646 3.680
C -4.117 0.343 2.451
C -3.312 -0.170 1.454
C -1.921 -0.391 1.621
O -1.217 -0.861 0.651
C -1.357 -0.053 2.900
C 0.046 -0.180 3.264
N 1.061 -0.400 2.473
C 2.343 -0.469 2.979
C 2.673 -0.444 4.361
C 3.982 -0.533 4.795
C 5.040 -0.660 3.907
C 4.778 -0.698 2.517
C 5.791 -0.845 1.556
C 5.481 -0.885 0.206
C 4.155 -0.759 -0.169
N 3.161 -0.601 0.710
C 3.427 -0.589 2.038
C -2.204 0.450 3.898
H -5.172 0.518 2.280
H -3.727 -0.402 0.480
H 0.218 0.002 4.326
H 1.894 -0.363 5.105
H 4.180 -0.509 5.863
H 6.064 -0.738 4.255
H 6.819 -0.935 1.894
H 6.247 -1.014 -0.548
H 3.863 -0.793 -1.214
H -1.778 0.713 4.861
C 1.143 -3.417 -6.784
C 0.917 -2.370 -5.714
O 1.113 -2.995 -4.449
P 0.713 -2.199 -3.091
S 1.125 -3.317 -1.550
S 1.484 -0.369 -3.165
O -0.887 -2.053 -3.350
C -1.870 -2.171 -2.308
C -3.192 -2.515 -2.956
H 1.037 -2.973 -7.777
H 0.422 -4.229 -6.682
H 2.146 -3.836 -6.694
H -0.096 -1.964 -5.775
H 1.619 -1.539 -5.816
H -1.937 -1.232 -1.755
H -1.559 -2.941 -1.602
H -3.485 -1.743 -3.672
H -3.967 -2.586 -2.190
H -3.126 -3.469 -3.483
F 0.613 3.943 4.270
C 0.053 3.582 3.077
C 0.795 2.892 2.146
C 0.250 2.500 0.913
C -1.091 2.886 0.671
C -1.813 3.549 1.663
F -3.140 3.849 1.501
C -1.273 3.913 2.876
C -1.714 2.559 -0.645
C -2.750 3.320 -1.204
C -3.269 2.977 -2.436
C -2.754 1.879 -3.109
C -1.717 1.189 -2.506
N -1.209 1.516 -1.319
H 1.809 2.611 2.423
H -1.869 4.400 3.635
H -3.135 4.176 -0.672
H -4.069 3.566 -2.870
H -3.130 1.570 -4.076
H -1.254 0.341 -3.001
*
```

=====

No. 2
The following is a quantum chemistry calculation of a structure of composition C31H27As2Cl3N4O7SV at a distorted geometry, from OMol25.

The value obtained for the LUMO energy (alpha / beta) is -1.19 / -1.15 eV. Its expectation value of S² is 3.760. For the energy relative to the best compared isomer or geometry (same formula, charge and spin), the calculation gives 4.1 kcal per mole. The total energy is -248645.043 eV. The strongest force on any atom comes out at 3.70 eV Å⁻¹. For the frontier orbital gap (alpha / beta), the calculation gives 6.39 / 7.78 eV.

ORCA input file:
```
! RIJCOSX wB97M-V def2-TZVPD def2/J DEFGRID3
* xyz 0 4
V 11.020 14.089 10.777
O 17.427 14.583 13.980
N 16.517 14.090 14.593
O 16.677 13.493 15.630
C 15.179 14.194 14.102
C 14.214 14.133 15.000
C 12.820 14.026 14.633
C 11.811 13.806 15.550
C 10.552 13.491 15.116
C 10.299 13.635 13.759
N 11.233 13.969 12.870
C 12.490 14.019 13.263
C 13.568 14.180 12.297
N 13.227 14.343 11.003
C 14.170 14.505 10.124
C 15.568 14.479 10.348
C 15.911 14.287 11.650
C 14.928 14.206 12.692
H 14.445 13.979 16.036
H 12.080 13.797 16.626
H 9.867 13.173 15.907
H 9.322 13.502 13.339
H 13.827 14.538 9.091
H 16.286 14.518 9.551
H 16.949 14.218 11.923
C 11.597 14.082 6.603
As 10.886 14.757 8.233
C 9.013 14.973 7.793
C 11.507 16.633 8.040
C 11.887 17.129 6.783
C 12.354 18.426 6.669
C 12.380 19.271 7.812
C 12.085 18.759 9.049
C 11.661 17.441 9.162
As 11.110 16.727 10.815
C 12.384 17.543 12.054
C 9.634 17.951 11.156
H 10.875 14.306 5.812
H 11.762 13.030 6.668
H 12.578 14.547 6.394
H 8.973 15.492 6.805
H 8.562 15.563 8.577
H 8.492 13.992 7.640
H 11.873 16.509 5.878
H 12.750 18.802 5.752
H 12.642 20.366 7.661
H 12.117 19.290 9.939
H 12.289 18.638 12.035
H 13.444 17.322 11.880
H 12.074 17.234 13.057
H 9.996 18.940 10.901
H 9.391 17.834 12.224
H 8.727 17.711 10.574
O 10.183 11.638 8.577
C 10.953 11.232 9.482
N 11.457 11.919 10.490
S 12.646 11.031 11.257
O 12.420 11.178 12.656
O 13.988 11.332 10.801
C 12.252 9.465 10.553
C 12.755 8.225 10.793
C 12.310 7.240 9.971
C 11.413 7.487 8.951
C 10.942 8.730 8.708
C 11.333 9.719 9.534
H 13.495 8.123 11.524
H 12.596 6.246 10.138
H 11.098 6.679 8.312
H 10.178 8.913 7.990
Cl 6.317 16.273 10.033
C 6.613 14.795 10.997
Cl 6.318 13.296 10.097
Cl 5.529 14.741 12.337
C 8.051 14.868 11.539
O 8.271 15.555 12.511
O 8.919 14.214 10.860
*
```

=====

No. 3
The following is a quantum chemistry calculation of a cluster of 7 separate species, C18H33F24N6P4 in total at a distorted geometry, from OMol25.

The value obtained for the LUMO energy is 0.57 eV. The total energy is -130543.855 eV. The strongest force on any atom comes out at 2.25 eV Å⁻¹. For the frontier orbital gap, the calculation gives 8.56 eV.

ORCA input file:
```
! RIJCOSX wB97M-V def2-TZVPD def2/J DEFGRID3
* xyz -1 1
C -7.231 21.202 -4.087
C -8.587 21.653 -4.613
N -9.420 22.136 -3.510
C -9.126 23.268 -2.790
C -10.020 23.232 -1.746
N -10.834 22.142 -1.902
C -10.429 21.454 -2.965
C -11.945 21.857 -1.028
H -7.349 20.310 -3.467
H -6.745 21.922 -3.428
H -6.539 20.977 -4.896
H -9.102 20.849 -5.138
H -8.455 22.425 -5.373
H -8.353 23.903 -3.197
H -10.260 23.904 -0.936
H -10.932 20.617 -3.415
H -12.114 22.674 -0.331
H -11.770 20.952 -0.446
H -12.881 21.710 -1.566
C -9.302 31.417 -1.235
C -9.618 30.065 -0.600
N -10.745 29.344 -1.127
C -12.120 29.518 -0.945
C -12.724 28.554 -1.692
N -11.751 27.738 -2.212
C -10.585 28.266 -1.884
C -11.954 26.661 -3.151
H -9.821 32.282 -0.821
H -9.412 31.362 -2.319
H -8.255 31.674 -1.056
H -9.783 30.182 0.470
H -8.749 29.439 -0.787
H -12.510 30.299 -0.314
H -13.770 28.420 -1.912
H -9.594 28.071 -2.263
H -13.014 26.645 -3.414
H -11.818 25.669 -2.719
H -11.354 26.835 -4.040
C -16.351 35.185 -4.556
C -15.010 34.515 -4.821
N -15.145 33.103 -5.130
C -15.563 32.604 -6.338
C -15.638 31.256 -6.175
N -15.263 30.967 -4.894
C -15.015 32.118 -4.248
C -15.217 29.652 -4.290
H -16.231 36.225 -4.244
H -16.868 34.729 -3.712
H -16.993 35.256 -5.436
H -14.422 34.578 -3.908
H -14.457 34.998 -5.624
H -15.820 33.252 -7.155
H -15.886 30.499 -6.897
H -14.718 32.203 -3.207
H -14.373 29.080 -4.672
H -16.179 29.171 -4.455
H -15.116 29.721 -3.208
P -12.629 34.095 -0.916
F -13.425 35.187 -1.834
F -12.038 33.511 -2.324
F -11.414 35.184 -0.789
F -11.792 33.026 -0.039
F -13.289 34.744 0.401
F -13.857 33.038 -0.982
P -7.238 27.433 -3.986
F -8.821 27.512 -4.334
F -7.645 26.437 -2.757
F -7.101 26.155 -4.990
F -5.663 27.373 -3.680
F -6.925 28.448 -5.210
F -7.340 28.669 -2.929
P -9.772 26.647 2.396
F -8.217 26.335 2.785
F -9.800 27.920 3.382
F -9.241 27.629 1.213
F -11.307 26.826 1.941
F -9.672 25.381 1.344
F -10.292 25.718 3.639
P -17.062 29.589 -0.719
F -17.569 29.775 -2.275
F -15.894 30.656 -1.069
F -18.068 30.823 -0.360
F -16.621 29.564 0.827
F -18.298 28.550 -0.517
F -16.034 28.393 -1.143
*
```

=====

No. 4
The following is a quantum chemistry calculation of a cluster of 3 separate species, C27H52BBrF3N3O7Si in total at a distorted geometry, from OMol25.

The value obtained for the LUMO energy is -0.75 eV. The total energy is -134379.898 eV. The strongest force on any atom comes out at 9.24 eV Å⁻¹. For the frontier orbital gap, the calculation gives 7.82 eV.

ORCA input file:
```
! RIJCOSX wB97M-V def2-TZVPD def2/J DEFGRID3
* xyz 0 1
C -9.724 -0.132 1.230
N -9.057 0.782 0.227
C -7.733 1.329 0.713
B -8.975 0.179 -1.163
O -9.949 0.717 -2.175
C -7.945 -1.039 -1.629
F -8.446 -1.480 -2.984
Br -6.098 -0.260 -2.008
O -7.881 -2.159 -0.678
C -6.799 -3.105 -0.995
O -6.514 -3.620 -2.193
C -5.852 -3.649 0.270
F -4.690 -4.396 -0.342
F -6.604 -4.644 1.120
C -5.325 -2.342 1.110
C -4.140 -2.784 2.156
Si -2.999 -1.220 2.469
C -1.540 -1.340 1.214
C -4.013 0.445 2.282
C -2.456 -1.353 4.332
C -2.746 -0.110 5.365
C -2.335 -0.229 6.952
C -1.631 -1.659 7.441
C -1.314 -2.897 6.386
C -1.737 -2.759 4.803
H -9.849 -1.240 0.874
H -10.831 0.289 1.378
H -9.241 -0.080 2.321
H -7.095 1.828 -0.157
H -7.156 0.501 1.304
H -7.985 2.229 1.455
H -9.452 0.948 -3.014
H -4.910 -1.525 0.376
H -6.244 -1.930 1.741
H -3.446 -3.647 1.767
H -4.650 -3.112 3.160
H -0.700 -0.551 1.428
H -1.991 -1.048 0.148
H -1.099 -2.430 1.097
H -4.788 0.406 1.388
H -3.290 1.355 2.038
H -4.635 0.642 3.276
H -3.263 0.881 5.008
H -2.563 0.650 7.698
H -1.372 -1.730 8.604
H -0.810 -3.893 6.793
H -1.508 -3.674 4.091
C 4.164 -0.533 -0.837
O 4.935 -0.933 0.288
C 5.904 0.045 0.686
C 5.514 0.684 2.028
N 4.339 1.549 1.886
C 3.761 1.972 3.168
C 3.197 0.871 4.089
O 2.037 0.219 3.570
C 2.312 -0.849 2.673
H 3.584 -1.397 -1.176
H 3.465 0.260 -0.566
H 4.806 -0.203 -1.660
H 6.069 0.806 -0.092
H 6.848 -0.492 0.823
H 6.355 1.277 2.403
H 5.324 -0.128 2.735
H 3.621 1.053 1.363
H 2.940 2.659 2.925
H 4.506 2.557 3.718
H 2.870 1.362 5.013
H 3.955 0.142 4.392
H 3.237 -1.376 2.919
H 2.339 -0.479 1.647
H 1.486 -1.561 2.734
C 6.770 -0.389 -7.007
O 7.486 0.813 -6.757
C 6.975 1.937 -7.482
C 6.298 2.938 -6.532
N 5.042 2.400 -5.999
C 4.489 3.188 -4.889
C 5.329 3.284 -3.600
O 5.461 2.047 -2.900
C 6.510 1.211 -3.371
H 7.328 -1.217 -6.559
H 5.782 -0.356 -6.544
H 6.674 -0.576 -8.081
H 6.301 1.634 -8.297
H 7.839 2.430 -7.939
H 6.091 3.867 -7.073
H 7.006 3.158 -5.728
H 5.199 1.452 -5.667
H 3.529 2.723 -4.630
H 4.261 4.197 -5.249
H 4.794 3.954 -2.917
H 6.307 3.749 -3.765
H 7.363 1.780 -3.748
H 6.132 0.529 -4.134
H 6.852 0.597 -2.535
*
```

=====

Repeat the second record exactly.
The following is a quantum chemistry calculation of a structure of composition C31H27As2Cl3N4O7SV at a distorted geometry, from OMol25.

The value obtained for the LUMO energy (alpha / beta) is -1.19 / -1.15 eV. Its expectation value of S² is 3.760. For the energy relative to the best compared isomer or geometry (same formula, charge and spin), the calculation gives 4.1 kcal per mole. The total energy is -248645.043 eV. The strongest force on any atom comes out at 3.70 eV Å⁻¹. For the frontier orbital gap (alpha / beta), the calculation gives 6.39 / 7.78 eV.

ORCA input file:
```
! RIJCOSX wB97M-V def2-TZVPD def2/J DEFGRID3
* xyz 0 4
V 11.020 14.089 10.777
O 17.427 14.583 13.980
N 16.517 14.090 14.593
O 16.677 13.493 15.630
C 15.179 14.194 14.102
C 14.214 14.133 15.000
C 12.820 14.026 14.633
C 11.811 13.806 15.550
C 10.552 13.491 15.116
C 10.299 13.635 13.759
N 11.233 13.969 12.870
C 12.490 14.019 13.263
C 13.568 14.180 12.297
N 13.227 14.343 11.003
C 14.170 14.505 10.124
C 15.568 14.479 10.348
C 15.911 14.287 11.650
C 14.928 14.206 12.692
H 14.445 13.979 16.036
H 12.080 13.797 16.626
H 9.867 13.173 15.907
H 9.322 13.502 13.339
H 13.827 14.538 9.091
H 16.286 14.518 9.551
H 16.949 14.218 11.923
C 11.597 14.082 6.603
As 10.886 14.757 8.233
C 9.013 14.973 7.793
C 11.507 16.633 8.040
C 11.887 17.129 6.783
C 12.354 18.426 6.669
C 12.380 19.271 7.812
C 12.085 18.759 9.049
C 11.661 17.441 9.162
As 11.110 16.727 10.815
C 12.384 17.543 12.054
C 9.634 17.951 11.156
H 10.875 14.306 5.812
H 11.762 13.030 6.668
H 12.578 14.547 6.394
H 8.973 15.492 6.805
H 8.562 15.563 8.577
H 8.492 13.992 7.640
H 11.873 16.509 5.878
H 12.750 18.802 5.752
H 12.642 20.366 7.661
H 12.117 19.290 9.939
H 12.289 18.638 12.035
H 13.444 17.322 11.880
H 12.074 17.234 13.057
H 9.996 18.940 10.901
H 9.391 17.834 12.224
H 8.727 17.711 10.574
O 10.183 11.638 8.577
C 10.953 11.232 9.482
N 11.457 11.919 10.490
S 12.646 11.031 11.257
O 12.420 11.178 12.656
O 13.988 11.332 10.801
C 12.252 9.465 10.553
C 12.755 8.225 10.793
C 12.310 7.240 9.971
C 11.413 7.487 8.951
C 10.942 8.730 8.708
C 11.333 9.719 9.534
H 13.495 8.123 11.524
H 12.596 6.246 10.138
H 11.098 6.679 8.312
H 10.178 8.913 7.990
Cl 6.317 16.273 10.033
C 6.613 14.795 10.997
Cl 6.318 13.296 10.097
Cl 5.529 14.741 12.337
C 8.051 14.868 11.539
O 8.271 15.555 12.511
O 8.919 14.214 10.860
*
```

=====

Q: What is the strongest force on any atom in the second record?
A: 3.70 eV Å⁻¹